1.
85
Properties=species:S:1:pos:R:3:forces:R:3 method="wB97M-V/def2-TZVPD" de_lowest_kj_mol=315.6 e_lumo_ha=-0.017 total_charge=0 total_energy_ha=-5038.35577 homo_ev=-6.412
Y 0.188 0.892 0.301 1.068 -0.897 -1.308
C 3.986 1.900 1.211 0.086 -0.052 0.180
O 3.873 2.698 2.388 0.195 -0.010 -0.228
C 2.654 2.991 2.918 0.109 -0.023 0.013
C 2.682 3.446 4.222 0.035 0.042 0.145
C 1.520 3.814 4.899 0.008 -0.028 -0.054
C 0.313 3.686 4.248 -0.027 -0.006 0.064
C 0.258 3.194 2.936 -0.361 -0.086 -0.002
C -1.070 3.022 2.347 0.305 0.179 0.173
N -1.297 2.313 1.309 -0.861 0.207 0.242
N -2.616 2.295 0.854 0.058 0.073 0.258
C -2.683 1.626 -0.268 -0.075 -0.033 -0.100
O -1.681 1.069 -0.851 -0.687 0.600 0.065
C -4.021 1.514 -0.919 0.057 -0.030 0.012
C -4.129 0.758 -2.081 -0.070 -0.065 -0.087
C -5.355 0.635 -2.724 0.028 0.017 0.061
C -6.478 1.267 -2.206 0.048 0.010 0.017
C -6.373 2.019 -1.039 0.050 -0.013 0.012
C -5.150 2.142 -0.396 -0.006 0.012 -0.016
C 1.434 2.880 2.215 -0.239 0.114 -0.247
O 1.384 2.513 0.949 0.341 0.570 0.380
H 5.041 1.639 1.146 0.061 -0.003 0.040
H 3.693 2.456 0.324 -0.002 0.063 -0.040
H 3.383 0.994 1.282 0.019 -0.005 0.038
H 3.654 3.519 4.699 -0.056 0.000 -0.017
H 1.572 4.191 5.913 -0.003 -0.022 -0.058
H -0.616 3.951 4.742 0.049 -0.004 -0.012
H -1.921 3.506 2.826 0.010 0.111 0.012
H -3.240 0.269 -2.462 -0.054 0.026 0.018
H -5.435 0.043 -3.629 0.009 0.032 0.041
H -7.433 1.177 -2.709 0.030 -0.004 0.025
H -7.249 2.509 -0.630 0.042 -0.019 -0.023
H -5.051 2.722 0.513 -0.016 -0.028 -0.058
C -2.123 -5.409 -0.218 0.007 0.014 -0.031
S -2.296 -4.019 0.912 -0.116 0.068 -0.062
C -1.452 -2.721 0.071 0.335 -0.084 -0.008
S -1.403 -1.289 1.026 -0.229 -0.600 -0.071
N -0.942 -3.045 -1.080 0.076 0.249 0.213
N -0.116 -2.029 -1.696 -0.053 -0.026 -1.167
C -0.768 -1.276 -2.794 -0.086 0.245 0.383
C -0.421 0.041 -3.052 0.162 -0.300 0.114
C -1.044 0.712 -4.154 -0.077 0.085 -0.101
C -0.754 2.011 -4.411 -0.077 0.007 -0.061
C 0.192 2.700 -3.614 -0.029 0.166 -0.127
C 0.776 2.006 -2.602 0.066 -0.395 0.069
N 0.510 0.709 -2.294 -0.058 0.088 -0.037
H -2.541 -6.269 0.306 0.020 0.039 -0.051
H -1.073 -5.583 -0.449 -0.041 -0.023 0.012
H -2.677 -5.229 -1.138 0.023 -0.026 0.028
H -1.510 -1.836 -3.333 0.049 -0.085 0.017
H -1.767 0.169 -4.754 0.061 0.051 0.046
H -1.250 2.524 -5.227 0.024 -0.023 0.020
H 0.451 3.734 -3.794 -0.023 -0.045 -0.017
H 1.524 2.491 -1.976 -0.030 -0.006 0.069
C 3.900 -0.174 -1.698 0.071 -0.032 -0.208
C 2.637 -0.955 -1.470 0.412 0.209 -0.274
O 1.957 -0.682 -0.492 -0.326 -0.126 0.600
C 2.284 -2.048 -2.382 0.039 -0.112 -0.244
C 3.258 -2.567 -3.258 0.120 0.142 0.152
C 3.023 -3.680 -4.024 -0.255 -0.213 -0.043
C 1.778 -4.324 -3.930 0.290 -0.063 -0.160
C 0.784 -3.815 -3.132 -0.092 0.267 0.086
C 1.022 -2.648 -2.402 -0.153 -0.330 0.317
H 3.897 0.692 -1.044 -0.019 -0.009 -0.001
H 3.983 0.150 -2.738 -0.004 -0.034 0.059
H 4.772 -0.791 -1.461 -0.031 0.032 -0.021
H 4.232 -2.092 -3.301 -0.085 -0.038 0.014
H 3.796 -4.070 -4.676 -0.084 0.032 0.063
H 1.594 -5.229 -4.498 0.017 0.074 0.040
H -0.189 -4.282 -3.066 0.038 0.028 -0.017
H 0.289 -1.370 -1.032 -0.013 -0.025 0.468
C -0.612 0.014 4.401 -0.071 -0.001 -0.017
As 0.866 -0.795 3.508 0.390 0.316 -0.328
C 0.658 -2.691 3.445 -0.018 -0.105 -0.052
C 2.376 -0.541 4.643 0.074 0.167 0.074
O 1.261 -0.066 2.050 -0.372 -0.226 0.774
H -0.840 -0.566 5.294 -0.028 0.013 0.016
H -1.473 0.037 3.740 -0.084 -0.013 -0.034
H -0.311 1.024 4.669 -0.029 0.061 0.029
H 0.956 -3.095 4.413 -0.019 -0.013 -0.046
H 1.320 -3.057 2.665 0.018 -0.078 -0.037
H -0.365 -2.957 3.206 -0.079 -0.040 -0.053
H 2.209 -0.989 5.620 0.006 -0.003 0.029
H 2.554 0.529 4.738 0.030 0.025 0.023
H 3.230 -1.006 4.158 0.105 -0.031 0.008



2.
87
Properties=species:S:1:pos:R:3:forces:R:3 method="wB97M-V/def2-TZVPD" spin_multiplicity=4 s_squared=3.823 e_lumo_ha="0.086 / 0.024" total_charge=-1 total_energy_ha=-7270.51374 homo_ev="-2.338 / -4.701"
Co 0.033 -0.615 -1.289 -0.958 -0.749 0.287
Br -3.035 4.327 -5.829 0.040 -0.026 0.039
C -2.016 3.246 -4.622 -0.223 0.099 -0.190
C -0.823 3.746 -4.109 0.044 -0.064 0.031
C -0.084 2.961 -3.251 -0.030 0.041 -0.009
C -0.518 1.678 -2.857 -0.418 -0.242 -0.197
O 0.212 0.994 -2.046 0.543 1.595 -0.362
C -1.766 1.196 -3.379 0.568 0.532 0.008
C -2.308 -0.036 -2.949 -0.088 -0.378 0.200
N -1.723 -0.839 -2.077 -0.062 0.054 -0.327
C -2.361 -1.939 -1.569 -0.070 -0.146 0.073
C -3.710 -2.295 -1.747 -0.131 0.176 -0.162
C -4.206 -3.446 -1.161 0.065 -0.063 0.027
C -3.402 -4.284 -0.408 -0.300 -0.113 -0.013
C -2.043 -3.974 -0.216 0.205 -0.162 0.139
C -1.140 -4.783 0.497 -0.073 0.224 -0.124
C 0.183 -4.395 0.586 0.007 -0.027 -0.030
C 0.593 -3.201 0.019 0.117 0.006 0.002
N -0.244 -2.377 -0.630 -0.224 -0.934 0.482
C -1.533 -2.776 -0.782 -0.040 0.101 -0.130
C -2.484 2.004 -4.279 0.084 -0.061 0.104
H -0.487 4.737 -4.380 0.034 0.020 -0.042
H 0.857 3.309 -2.848 0.040 0.020 0.046
H -3.281 -0.303 -3.349 -0.018 -0.057 0.070
H -4.374 -1.664 -2.320 -0.024 0.017 0.001
H -5.249 -3.696 -1.303 -0.055 -0.012 0.016
H -3.804 -5.184 0.035 -0.014 -0.065 0.032
H -1.493 -5.694 0.959 -0.018 -0.104 0.026
H 0.907 -5.005 1.107 0.061 -0.016 0.002
H 1.618 -2.876 0.100 0.001 0.050 0.008
H -3.417 1.636 -4.686 -0.064 0.017 -0.015
C -2.690 2.198 -0.064 0.288 -0.161 0.070
C -1.976 1.662 1.174 -0.567 0.197 0.088
C -1.617 2.825 2.099 0.002 -0.229 -0.149
C -2.884 0.664 1.892 0.213 0.093 -0.104
O -0.790 0.999 0.736 -0.035 0.356 -0.016
Si 0.428 0.357 1.618 0.339 -0.276 -0.720
S 1.775 -0.324 0.134 0.613 0.165 0.100
O 1.127 1.341 2.712 -0.029 0.146 0.133
C 2.295 2.163 2.667 0.260 0.213 0.154
C 2.150 3.165 3.815 -0.055 -0.198 -0.200
C 2.399 2.915 1.340 -0.032 -0.169 0.105
C 3.511 1.262 2.886 -0.266 0.127 -0.058
O -0.294 -0.831 2.461 -0.165 -0.120 0.023
C -0.069 -1.508 3.684 -0.010 -0.263 0.371
C -1.164 -2.573 3.785 0.194 0.180 -0.106
C -0.183 -0.528 4.855 0.075 -0.107 -0.254
C 1.312 -2.162 3.655 -0.261 0.154 -0.115
H -3.573 2.763 0.235 -0.060 0.048 0.005
H -2.997 1.376 -0.704 -0.054 -0.110 -0.092
H -2.028 2.841 -0.641 0.053 0.082 -0.030
H -2.524 3.326 2.435 -0.066 0.045 0.029
H -0.998 3.542 1.563 0.067 0.076 0.008
H -1.067 2.460 2.963 0.027 0.066 0.139
H -3.850 1.115 2.115 -0.062 0.039 0.002
H -2.412 0.338 2.814 -0.072 -0.075 0.155
H -3.028 -0.211 1.259 -0.070 -0.076 -0.037
H 1.330 3.850 3.605 -0.067 0.065 0.013
H 3.068 3.740 3.931 0.035 0.047 0.005
H 1.936 2.646 4.748 0.013 -0.060 0.069
H 1.417 3.281 1.045 -0.044 0.093 -0.017
H 2.767 2.260 0.555 0.000 0.024 -0.076
H 3.075 3.762 1.447 0.071 0.052 -0.028
H 3.415 0.742 3.840 0.043 -0.006 0.071
H 4.428 1.848 2.884 0.097 0.042 0.005
H 3.553 0.528 2.084 0.105 -0.055 -0.020
H -2.145 -2.100 3.773 -0.074 0.040 0.004
H -1.061 -3.147 4.705 0.025 -0.041 0.078
H -1.099 -3.246 2.933 -0.009 -0.073 -0.067
H -1.170 -0.068 4.866 -0.076 0.012 0.014
H 0.559 0.257 4.742 0.062 0.070 0.104
H -0.026 -1.055 5.795 0.000 -0.018 0.109
H 1.359 -2.848 2.813 0.057 -0.077 -0.042
H 1.508 -2.705 4.579 0.035 -0.018 0.064
H 2.068 -1.392 3.513 0.171 0.025 0.049
F 4.297 -1.916 -6.874 -0.052 0.116 0.232
C 4.047 -1.238 -5.741 0.007 0.171 0.118
C 2.944 -1.544 -4.957 0.043 -0.204 -0.280
F 2.120 -2.528 -5.347 0.123 0.104 0.099
C 2.686 -0.841 -3.797 0.068 0.451 0.245
F 1.603 -1.211 -3.082 0.364 -0.102 -0.318
C 3.495 0.225 -3.359 0.135 -0.904 -1.037
S 3.208 1.142 -1.954 0.088 0.639 0.933
C 4.603 0.504 -4.186 -0.332 -0.004 0.391
F 5.429 1.507 -3.846 -0.034 -0.128 -0.082
C 4.880 -0.200 -5.339 -0.036 -0.150 -0.204
F 5.952 0.118 -6.083 -0.142 -0.049 0.078



no.,F_max (hartree/bohr)
1,0.037
2,0.034